# 1
Computed, not measured: a structure of composition C34H24ClIN3O10PTi at a distorted geometry, with ωB97M-V/def2-TZVPD.

energy: -4175.34797 hartree
net charge: -1
E_HOMO (spin up / spin down): -0.1993 / -0.2147 Ha
<S²>: 0.75
spin multiplicity: 2
energy relative to the best compared isomer or geometry (same formula, charge and spin): 27.8 kcal per mole
LUMO energy (spin up / spin down): 1.767 / 1.685 eV

```
75
Properties=species:S:1:pos:R:3:forces:R:3:mulliken_spin:R:1
Ti 10.07324 10.42784 12.88815 0.76 0.43 0.51 0.953
O 9.72218 6.51306 9.07358 0.33 0.82 -0.02 0.000
N 10.75225 7.25381 8.55004 0.78 0.96 1.12 0.000
C 11.29141 8.14918 9.34564 -2.15 -2.41 -0.87 0.003
C 12.51472 8.76697 8.95831 0.80 0.23 -2.34 0.006
C 13.17607 8.18894 7.84727 0.42 0.42 0.59 0.001
C 14.40495 8.68651 7.47594 0.04 -1.48 -1.33 0.000
C 14.97405 9.78650 8.02180 0.31 0.10 0.77 0.000
C 14.27202 10.40051 9.03622 2.38 2.08 0.22 -0.003
C 13.06228 9.94731 9.46110 -1.56 0.63 1.95 -0.007
P 12.06184 11.18657 10.54671 0.90 -1.09 -0.33 0.041
C 13.50708 12.20834 11.26408 -2.04 -2.18 -0.54 -0.014
C 14.20302 11.57066 12.26011 0.59 0.19 1.65 0.007
C 15.09792 12.34465 13.02865 0.43 -0.94 0.55 0.001
C 15.35388 13.70340 12.71125 -0.72 -1.65 -1.41 0.000
C 14.79502 14.22167 11.52581 -0.45 -0.21 1.89 -0.001
C 13.77785 13.48677 10.93219 0.00 2.15 -2.27 0.001
C 11.36764 12.19013 9.17362 1.57 -1.19 0.86 -0.012
C 11.75462 12.01770 7.81812 0.47 -0.70 0.33 -0.001
C 11.38460 12.95420 6.89145 0.84 0.50 -1.03 0.000
C 10.68600 14.09055 7.31468 -0.38 -0.10 -2.34 0.000
C 10.25620 14.15573 8.57791 -1.14 -0.28 2.99 0.003
C 10.59490 13.21958 9.61290 -0.91 1.83 -2.88 0.007
H 9.61932 6.77110 10.01738 -0.12 -0.34 0.01 0.000
H 10.87436 8.28146 10.31764 -0.17 0.35 0.71 0.002
H 12.77462 7.36334 7.27582 -0.17 -0.14 0.51 0.000
H 14.99949 8.13475 6.75809 -0.24 -0.02 -0.38 0.000
H 15.96826 10.03955 7.69309 0.11 0.50 0.20 0.000
H 14.76358 11.30075 9.50605 -0.88 -1.00 -0.55 0.000
H 13.92610 10.54934 12.60605 0.40 0.80 -0.48 0.001
H 15.55014 11.76644 13.90020 -0.41 1.42 -1.15 0.000
H 15.94749 14.33866 13.30766 0.81 0.34 0.69 0.000
H 14.99117 15.25622 11.26563 -0.05 -0.14 -0.19 0.000
H 13.20648 13.94349 10.09354 0.46 -0.29 0.64 0.000
H 12.38037 11.13947 7.51217 -0.81 1.01 0.39 0.000
H 11.72781 12.87931 5.83703 -0.40 -0.10 0.84 0.000
H 10.30218 14.83684 6.58566 0.54 -0.59 0.51 0.000
H 9.48860 14.86285 8.82241 -0.01 0.71 0.19 0.000
H 10.12741 13.38166 10.56900 0.33 -0.44 0.41 0.003
O 9.57059 6.48887 11.90093 0.31 0.38 -0.07 0.006
C 9.70337 7.43725 12.65786 -0.34 1.12 0.10 0.006
O 10.27004 8.58228 12.35899 0.13 -0.74 -0.31 -0.006
C 9.19125 7.38574 14.05921 0.82 -1.82 0.33 0.006
C 9.05688 6.07753 14.55876 -0.60 1.45 0.43 -0.004
C 8.68753 5.78625 15.85171 0.14 1.29 0.48 0.004
C 8.61677 6.87114 16.73450 -0.27 -0.59 -1.01 -0.001
C 8.76069 8.17330 16.26240 0.02 -0.91 -0.07 0.006
C 9.07467 8.50110 14.89584 -0.63 2.06 0.61 0.006
O 9.12621 9.77255 14.50276 0.06 -2.10 0.10 0.006
N 8.53825 9.20901 17.25884 1.74 0.90 -1.36 0.000
O 9.12121 10.26983 17.08342 -0.38 -0.23 0.37 0.000
O 7.85518 8.94149 18.20215 -1.10 -0.18 1.36 0.001
N 8.25557 4.42326 16.24850 -0.11 0.61 -2.41 0.000
O 8.29956 4.06477 17.38313 0.25 -0.04 1.72 0.001
O 7.80830 3.74508 15.32778 0.33 0.15 0.31 0.001
H 9.27003 5.30831 13.90413 0.09 -1.49 -1.44 -0.001
H 8.40072 6.63150 17.74618 -0.27 0.34 0.80 0.000
Cl 14.27505 15.24347 16.84997 0.41 0.77 0.10 0.000
C 13.60627 14.04128 15.81384 -1.89 0.39 -0.73 0.000
C 13.91850 12.71882 16.13851 -0.30 -0.11 -0.60 0.004
C 13.32379 11.64842 15.50916 0.63 0.36 1.76 -0.004
C 12.26890 11.91804 14.60749 1.44 0.89 1.36 -0.004
O 11.76798 10.92476 14.07524 -2.43 -2.21 -2.39 -0.013
C 11.85701 13.26472 14.40692 -0.35 -0.65 -1.11 0.008
C 10.70731 13.49399 13.59937 -0.88 0.93 0.47 0.008
O 9.87754 12.70466 13.13285 0.48 -1.19 -0.35 -0.013
C 12.53920 14.34103 14.96871 0.89 0.37 1.11 0.003
H 14.61984 12.72572 16.93508 0.70 -1.03 0.55 0.000
H 13.48917 10.58710 15.81553 0.02 1.10 -0.46 0.000
H 10.41786 14.54758 13.47522 0.33 0.27 -0.06 -0.001
H 12.15585 15.37216 14.86401 0.37 -0.66 -0.07 0.000
I 8.13475 10.12995 9.53424 0.27 0.35 0.90 0.025
C 8.27587 10.57694 11.75609 0.72 0.45 -1.40 -0.031
H 7.62192 9.80069 12.05114 -0.85 -0.68 0.63 0.000
H 7.81240 11.54483 11.86065 -0.39 0.27 -0.08 -0.003
```
Forces are in eV/Å.

***

# 2
Computed, not measured: a structure of composition C34H24CoIO2S2Sb at a distorted geometry, with ωB97M-V/def2-TZVPD.

energy: -4177.54087 hartree
net charge: -2
E_HOMO (spin up / spin down): -0.0319 / -0.0772 Ha
<S²>: 8.82
spin multiplicity: 6
energy relative to the best compared isomer or geometry (same formula, charge and spin): 0.0 kcal per mole
LUMO energy (spin up / spin down): 4.266 / 4.121 eV

```
65
Properties=species:S:1:pos:R:3:forces:R:3:mulliken_spin:R:1
Co -0.26117 0.91932 2.88027 -1.13 -0.84 0.48 2.798
O 0.23993 -2.14071 5.46624 0.15 0.40 -0.73 0.005
C 0.34501 -1.60806 4.35056 -0.30 -0.02 0.96 0.009
O 0.35801 -0.30274 4.19370 0.12 -1.77 0.48 0.092
C 0.51906 -2.57596 3.15382 -0.51 0.61 1.28 -0.001
C 0.57699 -4.00021 3.40645 0.17 1.77 -1.00 -0.001
C 0.86028 -4.82638 2.33661 -0.70 -0.92 0.48 0.003
C 0.94039 -4.34863 1.01757 0.85 0.77 0.74 0.001
C 0.98019 -2.98335 0.83952 -0.24 0.17 0.72 0.011
C 0.66764 -2.04376 1.88146 0.40 -1.50 -1.17 -0.012
S 0.53409 -0.41865 1.24968 0.30 -0.20 -0.63 0.152
H 0.35938 -4.38410 4.40445 0.41 0.32 -0.26 0.000
H 1.01487 -5.88834 2.54917 -0.34 0.14 -0.24 0.000
H 1.09064 -5.02080 0.18666 0.23 -0.09 -0.07 0.000
H 1.35758 -2.51684 -0.04600 -0.40 -0.10 -0.89 -0.002
C 2.01973 2.36950 2.26234 0.59 0.01 0.39 -0.629
C 3.20312 2.09409 2.49735 -0.55 -0.40 -0.58 0.498
C 4.50678 1.60481 2.50219 0.54 0.92 0.91 -0.032
C 4.84869 0.24294 2.46961 -1.67 -0.15 -0.60 0.122
C 6.14316 -0.13569 2.62239 1.54 -0.58 -0.13 -0.062
C 7.16884 0.81864 2.71168 -2.54 0.85 0.18 0.144
C 6.84108 2.18443 2.82594 0.30 -0.92 0.50 -0.071
C 5.52077 2.56176 2.79086 -0.05 -0.81 -0.40 0.129
H 4.04590 -0.49099 2.27665 0.48 0.44 0.36 0.013
H 6.37640 -1.21138 2.68406 0.01 0.59 -0.20 -0.003
H 8.14504 0.54233 2.84610 2.33 -0.83 0.22 0.018
H 7.63683 2.85491 3.14355 -0.17 0.20 -0.35 -0.005
H 5.17675 3.54263 3.03379 0.07 0.62 -0.08 0.003
C -5.27067 2.51873 -4.01335 -0.69 -1.15 -0.32 0.000
C -4.04390 3.16243 -3.95655 -0.02 -0.07 0.75 0.000
C -3.19656 2.90002 -2.86130 -0.72 -1.44 -0.24 0.001
C -3.47419 1.80962 -2.00837 -0.40 0.02 -0.23 -0.002
C -4.72107 1.12388 -2.11545 1.05 1.09 -1.04 0.000
C -5.60990 1.47194 -3.13764 0.27 -0.03 1.19 0.000
Sb -1.94894 1.17475 -0.54280 0.36 0.11 0.92 -0.008
C -0.13626 1.40763 -1.79786 -1.05 -0.80 -0.19 0.005
C 0.28280 0.33552 -2.59789 -0.76 -0.31 0.07 -0.003
C 1.07925 0.53510 -3.69932 1.60 0.46 -0.37 0.000
C 1.60055 1.82029 -3.95434 -1.56 -0.61 1.55 0.000
C 1.22785 2.85706 -3.09250 1.68 0.67 -0.93 0.007
C 0.40545 2.67150 -2.00741 -0.86 -0.83 -0.19 -0.006
C -2.55825 -0.89929 -0.79657 0.31 -0.01 0.59 -0.002
C -2.90020 -1.31952 -2.07324 -0.27 0.01 0.71 0.000
C -3.63733 -2.48566 -2.23188 0.59 -0.44 -1.16 0.000
C -3.87932 -3.32799 -1.15114 -0.77 -0.21 0.15 0.000
C -3.57560 -2.89662 0.15274 0.11 -0.67 0.65 0.000
C -2.87834 -1.71032 0.32944 0.31 0.75 -0.54 0.002
H -5.97958 2.71667 -4.81026 0.19 0.19 -0.17 0.000
H -3.76126 3.79370 -4.79618 0.01 0.31 0.43 0.000
H -2.26415 3.40365 -2.69330 0.35 0.33 -0.37 0.001
H -4.94835 0.27800 -1.49347 0.02 -0.15 0.27 0.000
H -6.53374 0.85802 -3.14273 0.41 0.86 -0.55 0.000
H -0.08430 -0.67936 -2.40649 0.04 0.41 0.10 0.003
H 1.45761 -0.30777 -4.29480 -0.44 0.30 0.18 0.000
H 2.26543 1.97632 -4.75553 0.67 0.28 -0.86 0.000
H 1.70065 3.83834 -3.25464 -0.36 -0.34 0.06 0.001
H 0.09888 3.49404 -1.39094 0.02 0.34 0.31 0.004
H -2.62363 -0.69304 -2.91314 -0.26 -0.11 -0.15 0.000
H -3.92316 -2.71748 -3.27998 0.09 -0.33 0.89 0.000
H -4.33658 -4.31665 -1.33672 0.07 0.69 0.25 0.000
H -3.85123 -3.46808 1.09338 0.41 0.44 -1.50 0.000
H -2.55918 -1.41374 1.33650 -0.28 0.08 -0.46 0.003
S -0.40176 3.67010 1.80554 -0.70 0.81 -0.11 0.773
C 0.71680 2.57137 2.16704 0.59 0.67 -0.28 0.984
I -2.95379 1.00804 3.18446 0.10 0.01 0.21 0.060
```
Forces are in eV/Å.

***

# 3
Computed, not measured: a structure of composition C34H24IN9O4S2Ti, with ωB97M-V/def2-TZVPD.

energy: -4047.52780 hartree
E_HOMO (spin up / spin down): -0.2175 / -0.3115 Ha
<S²>: 2.03
spin multiplicity: 3
energy relative to the best compared isomer or geometry (same formula, charge and spin): 0.0 kcal per mole
LUMO energy (spin up / spin down): -0.954 / -1.029 eV

```
75
Properties=species:S:1:pos:R:3:forces:R:3:mulliken_spin:R:1
Ti -0.55609 0.22988 0.40304 0.69 -0.03 -0.10 1.010
C -3.26885 -2.61727 -1.59107 0.02 -0.06 -0.04 0.013
C -2.79333 -1.51735 -0.90391 0.00 0.10 0.10 0.021
N -1.49485 -1.22526 -0.89749 -0.03 -0.20 -0.32 0.011
C -0.65624 -2.02612 -1.57686 -0.33 -0.01 0.07 -0.044
C -1.16858 -3.11862 -2.27145 0.11 0.00 -0.02 0.009
N -2.45686 -3.41497 -2.28127 -0.07 0.02 0.01 0.011
C 0.76023 -1.65734 -1.49235 0.26 -0.07 -0.09 0.119
C 1.77810 -2.29953 -2.13829 -0.15 0.02 0.02 0.026
C 3.11112 -1.84836 -1.94862 0.10 0.11 0.04 0.095
C 3.32587 -0.75218 -1.14103 -0.04 -0.08 -0.07 -0.038
C 2.24999 -0.11204 -0.51438 0.04 0.03 0.00 0.190
N 0.97759 -0.59262 -0.67995 0.02 -0.03 0.09 0.120
C 2.33037 1.03953 0.32408 -0.13 0.14 0.13 0.049
C 3.51284 1.73152 0.65999 0.05 -0.01 -0.02 0.029
N 3.53264 2.79630 1.41884 0.00 -0.01 -0.01 0.038
C 2.34126 3.23400 1.89269 0.02 -0.01 -0.01 0.133
C 1.16724 2.58931 1.60310 -0.03 0.02 0.06 0.006
N 1.14136 1.48997 0.82862 0.10 -0.07 -0.14 0.122
C 4.23637 -2.52892 -2.61707 0.06 -0.03 0.03 -0.017
C 5.47038 -2.67506 -1.98672 -0.01 0.00 -0.01 0.026
C 6.49979 -3.31743 -2.65484 -0.02 0.01 0.01 -0.006
N 6.38619 -3.81656 -3.88291 0.04 -0.02 -0.02 0.020
C 5.20632 -3.68027 -4.48120 -0.01 0.00 0.00 -0.008
C 4.11416 -3.05662 -3.89991 -0.02 0.00 0.01 0.019
H -4.32245 -2.86355 -1.58750 0.00 0.02 0.01 0.001
H -3.43888 -0.85503 -0.34162 -0.01 -0.01 0.01 0.002
H -0.51599 -3.77729 -2.82998 0.02 0.01 0.01 -0.001
H 1.58536 -3.16159 -2.75965 -0.02 0.00 0.00 0.003
H 4.32839 -0.36928 -1.01148 0.01 0.01 0.00 -0.007
H 4.46939 1.38670 0.28301 -0.01 -0.02 -0.01 0.003
H 2.35609 4.11779 2.51481 -0.03 0.00 0.01 0.009
H 0.21436 2.93434 1.98997 0.00 0.01 0.00 -0.002
H 5.62149 -2.32120 -0.97527 0.00 0.00 0.00 -0.002
H 7.46364 -3.44496 -2.17468 0.00 0.00 0.01 0.000
H 5.13066 -4.08851 -5.48304 -0.01 0.00 0.00 0.000
H 3.18934 -2.96348 -4.45456 0.00 0.00 0.00 0.004
I 4.92276 -3.56380 5.77833 -0.07 0.02 -0.05 0.000
C 3.28057 -3.05687 4.58427 0.05 -0.01 0.04 0.001
C 3.00285 -1.72059 4.33861 0.03 0.03 0.02 -0.003
C 1.91613 -1.38909 3.54393 -0.04 -0.05 0.01 0.006
C 1.11991 -2.38789 2.99355 0.04 0.09 -0.01 -0.017
C 1.41192 -3.72248 3.24782 -0.02 0.01 -0.04 0.000
C 2.48921 -4.06336 4.04829 0.02 -0.03 0.02 0.000
C -0.01491 -2.04751 2.07663 -0.03 -0.13 -0.03 0.005
O -0.58968 -2.89720 1.42512 0.05 0.00 0.07 0.002
O -0.29989 -0.76182 2.01111 -0.28 0.14 -0.15 0.011
H 3.62553 -0.94439 4.76176 0.00 0.00 0.00 0.000
H 1.68066 -0.35189 3.34613 0.00 0.00 0.00 0.005
H 0.78672 -4.48586 2.80433 0.00 0.00 0.00 0.000
H 2.71487 -5.10127 4.25038 0.00 0.00 0.00 0.000
N -8.00071 4.70550 -0.19252 -0.02 0.02 0.01 0.000
C -6.82745 4.08696 0.18507 0.07 -0.02 0.02 0.000
C -6.67825 2.70084 0.03914 -0.03 0.01 -0.01 0.001
C -5.52568 2.07426 0.45981 0.01 -0.01 -0.02 -0.002
C -4.49903 2.82024 1.02704 0.13 -0.03 0.04 0.006
C -4.63575 4.19130 1.18767 -0.01 0.01 0.02 0.000
C -5.79159 4.82206 0.77017 -0.03 -0.02 -0.02 0.000
S -3.02666 2.01711 1.55245 0.02 0.06 -0.03 0.011
O -2.23211 2.99366 2.25781 -0.05 0.04 0.01 0.001
O -3.35932 0.77884 2.20114 -0.08 0.01 0.06 0.000
N -2.25804 1.53989 0.20755 -0.40 -0.14 0.45 0.005
C -1.72850 2.37857 -0.71143 -0.05 0.26 -0.15 0.014
S -2.13764 4.02319 -1.07591 0.21 -0.04 -0.06 0.002
C -0.86648 4.03460 -2.25640 -0.10 -0.05 -0.05 0.000
C -0.26570 2.82701 -2.31097 0.14 0.07 0.05 0.004
N -0.74697 1.88908 -1.43188 -0.11 -0.13 0.11 -0.015
H -8.58841 4.21804 -0.84635 0.00 0.00 -0.01 0.000
H -7.96842 5.70117 -0.32779 -0.01 0.00 -0.01 0.000
H -7.48370 2.12103 -0.39512 0.00 0.00 0.00 0.000
H -5.41850 1.00117 0.36627 -0.01 0.00 -0.01 -0.001
H -3.83193 4.75100 1.64668 -0.01 0.01 0.00 0.000
H -5.90253 5.89126 0.90338 0.00 0.00 0.00 0.000
H -0.65299 4.91331 -2.84007 -0.02 0.00 -0.02 -0.001
H 0.55129 2.56595 -2.96709 0.00 0.01 0.00 0.001
```
Forces are in eV/Å.